The following is a quantum chemistry calculation of C36H60F3N7O9P2RbS as an isolated structure, from OMol25.

Positions of all 119 atoms, in Å:
P  -8.01817  -17.76260  10.75558
S  -7.91564  -13.17796  13.51626
H  -14.02046  -15.49210  13.69745
Rb  -6.66576  -16.44664  14.83626
H  -4.78537  -14.48598  7.76310
C  -6.41921  -17.80932  19.48980
C  -12.22898  -14.77118  14.64389
O  -7.15473  -19.16889  15.72666
C  -4.30847  -18.16542  20.53006
O  -3.96018  -17.14450  15.26031
N  -2.93153  -19.29434  13.90999
C  -7.53500  -20.30374  9.88067
C  -8.16884  -13.94866  19.60950
O  -5.79753  -14.01124  10.09258
C  -10.44552  -19.66738  17.16272
H  -10.55361  -12.40616  13.39959
H  -12.91198  -17.72585  13.01908
C  -3.29325  -18.07415  10.32849
H  -7.69073  -12.29894  9.91136
H  -12.60520  -13.80047  14.90174
H  -8.30656  -13.50385  8.78178
C  -4.54191  -17.71007  18.16294
C  -9.02225  -14.85063  18.92761
C  -6.07014  -13.23530  8.88864
H  -6.54679  -21.95872  10.88170
N  -5.87468  -17.56624  18.30286
N  -10.02031  -11.53808  13.29644
H  -2.64348  -18.04057  19.11124
C  -8.70945  -15.23398  17.63218
O  -1.94441  -16.01149  14.91160
H  -6.42854  -12.63450  19.27337
H  -10.31805  -14.30210  15.54172
H  -3.66702  -18.01671  11.37432
H  -2.97050  -15.98048  10.63365
H  -11.75603  -16.27394  10.01409
H  -8.54627  -20.48297  10.35981
H  -5.68239  -13.27342  6.76228
C  -10.93311  -15.09657  15.06444
C  -8.68049  -11.65906  13.34364
H  -12.19964  -18.92785  8.88800
H  -3.96254  -18.71744  9.70565
H  -8.74747  -21.90242  17.61629
H  -7.24290  -20.92989  17.29422
C  -2.74282  -16.99077  14.87612
H  -2.64962  -15.35258  8.24108
F  -7.13739  -13.53040  21.73094
H  -5.37879  -12.35826  9.03320
C  -7.51818  -12.70615  8.92539
C  -6.42892  -20.84479  10.78731
O  -4.68281  -16.26101  9.48075
C  -6.97829  -13.74953  17.51262
H  -10.52355  -10.63047  13.42356
F  -9.06587  -12.47967  21.32253
H  -3.92487  -18.98931  13.79820
O  -5.25292  -15.65890  11.95940
H  -9.05649  -18.55100  15.35305
N  -2.15455  -18.23305  14.39048
O  -7.70913  -17.98322  12.21709
C  -12.98587  -15.72681  13.95579
H  -6.21163  -13.23953  16.94137
H  -6.53131  -20.37638  11.76965
C  -7.12473  -13.38620  18.85747
H  -8.49790  -9.60792  13.28353
O  -9.61512  -17.71129  10.57205
H  -8.23176  -20.51789  18.70255
C  -8.26773  -20.91334  17.68321
H  -9.86625  -15.28407  19.46964
H  -7.43684  -16.20109  8.99184
H  -3.69703  -18.40719  21.41017
C  -11.07151  -17.21629  14.02151
N  -9.01945  -19.97497  16.83908
H  -2.29009  -18.48994  10.29110
C  -8.35980  -13.63975  21.08179
H  -10.42521  -15.59476  9.05597
O  -7.42408  -18.84661  9.70125
H  -11.88809  -18.77342  10.71511
C  -12.40538  -16.96662  13.62274
C  -5.69216  -18.05899  20.66039
H  -7.45351  -21.95773  8.53737
H  -10.83234  -18.96741  16.41166
H  -1.47232  -16.63749  8.58164
H  -10.54147  -19.20539  18.16043
H  -8.05578  -15.47628  10.49026
N  -7.98321  -10.49995  13.26702
P  -5.66224  -15.56582  10.51828
C  -6.54996  -10.48912  13.19647
H  -6.22081  -11.36271  12.62195
H  -9.74450  -18.10306  8.56354
H  -7.50312  -17.76857  19.49907
H  -11.72213  -16.47485  8.23416
N  -7.71833  -14.69302  16.89978
C  -8.36870  -19.20809  15.92207
H  -2.92861  -20.04034  14.62403
H  -5.40799  -20.65927  10.39451
C  -11.11306  -16.47243  9.15967
H  -1.30586  -18.06096  13.85584
H  -6.19232  -9.53151  12.77630
C  -10.41122  -16.33425  14.83906
H  -2.94940  -17.03123  7.68812
C  -3.72391  -17.96026  19.26932
H  -6.10883  -10.62739  14.21924
H  -7.72798  -11.88145  8.18521
C  -11.44123  -18.92437  9.71057
H  -6.49649  -14.74913  7.36676
C  -2.53018  -16.40646  8.52388
H  -9.29471  -15.97245  17.11612
C  -7.50739  -20.86615  8.46689
F  -9.05981  -14.68209  21.69116
H  -10.63679  -18.17666  13.66763
H  -8.46014  -20.58985  7.97359
C  -3.27727  -16.64090  9.81523
H  -11.04737  -20.59051  17.13265
C  -5.73480  -13.98438  7.63684
C  -7.34506  -16.19321  10.07262
H  -4.11132  -17.57007  17.18380
H  -6.23870  -18.19959  21.58950
H  -6.67900  -20.46523  7.86625
C  -10.42771  -17.80730  9.38664
H  -10.95368  -19.91412  9.71749

Summary:
- total charge = -1
- gap between HOMO and LUMO (eV) = 4.85
- E_HOMO (eV) = -2.891